C5H7NO | wB97M-V/def2-TZVPD

CARTESIAN COORDINATES (ANGSTROEM)
N: -0.213 1.927 1.930
C: -0.510 1.765 0.818
O: -0.848 1.598 -0.416
C: -0.828 0.211 -0.878
C: 0.581 -0.374 -1.176
C: 0.232 -1.377 -0.094
C: -0.967 -0.853 0.173
H: 1.609 0.670 1.912
H: -1.536 0.210 -1.708
H: 1.404 0.323 -0.985
H: 0.697 -0.808 -2.176
H: 1.961 0.061 1.660
H: 0.742 -2.267 0.259
H: -1.781 -1.106 0.843

## Properties
DFT total energy   -324.5835 a.u.
Structure (SMILES)   N#CO[C@@H]1C=CC1.[H][H]
Max |F|   1.15 eV Å⁻¹
LUMO energy   0.783 eV
Relative energy (zero: lowest compared OMol25 entry of this formula, charge and spin)   370.2 kJ/mol
HOMO level   -10.5 eV